P) {
  "formula": "C33H32N4O2STl",
  "method": "wB97M-V/def2-TZVPD",
  "elements": ["Tl", "C", "N", "C", "C", "C", "C", "C", "C", "N", "C", "C", "C", "C", "C", "C", "N", "C", "C", "C", "C", "C", "N", "H", "H", "H", "H", "H", "H", "H", "H", "H", "H", "H", "H", "H", "H", "H", "H", "H", "H", "O", "S", "C", "C", "C", "C", "C", "C", "C", "C", "C", "C", "C", "C", "C", "C", "H", "H", "H", "H", "H", "H", "H", "H", "H", "H", "H", "H", "H", "H", "O", "C"],
  "xyz": [[1.49, -0.99, 0.04], [3.19, 1.54, -0.57], [1.82, 1.34, -0.04], [0.81, 1.79, -1.00], [0.73, 0.88, -2.22], [0.28, 1.37, -3.43], [0.20, 0.51, -4.52], [0.59, -0.81, -4.38], [1.04, -1.24, -3.15], [1.10, -0.40, -2.09], [1.65, 1.90, 1.32], [1.15, 0.94, 2.39], [0.73, 1.46, 3.60], [0.41, 0.60, 4.64], [0.50, -0.78, 4.44], [0.90, -1.23, 3.20], [1.22, -0.39, 2.20], [4.19, 0.51, -0.09], [5.53, 0.82, 0.01], [6.44, -0.17, 0.35], [5.98, -1.45, 0.60], [4.63, -1.70, 0.50], [3.76, -0.74, 0.15], [3.55, 2.54, -0.32], [3.14, 1.48, -1.66], [1.01, 2.81, -1.33], [-0.16, 1.78, -0.50], [0.00, 2.41, -3.52], [-0.16, 0.88, -5.47], [0.56, -1.50, -5.21], [1.37, -2.25, -2.99], [1.00, 2.77, 1.29], [2.63, 2.24, 1.67], [0.67, 2.53, 3.73], [0.09, 0.99, 5.60], [0.27, -1.48, 5.22], [0.97, -2.29, 2.99], [5.86, 1.83, -0.19], [7.50, 0.06, 0.43], [6.66, -2.25, 0.87], [4.23, -2.69, 0.70], [-0.79, -0.79, -0.01], [-1.89, -1.25, 0.98], [-2.68, -2.69, 0.21], [-3.22, -2.45, -1.17], [-2.38, -2.44, -2.27], [-2.89, -2.22, -3.54], [-4.25, -2.00, -3.71], [-5.10, -2.01, -2.62], [-4.59, -2.24, -1.35], [-3.20, -0.03, 0.80], [-2.79, 1.30, 1.35], [-2.52, 2.36, 0.49], [-2.19, 3.62, 1.00], [-2.13, 3.81, 2.37], [-2.41, 2.76, 3.24], [-2.73, 1.51, 2.73], [-3.45, -2.98, 0.92], [-1.91, -3.47, 0.23], [-1.32, -2.64, -2.14], [-2.24, -2.25, -4.40], [-4.65, -1.85, -4.71], [-6.16, -1.87, -2.75], [-5.26, -2.27, -0.50], [-4.04, -0.46, 1.34], [-3.45, 0.01, -0.27], [-2.63, 2.22, -0.58], [-2.03, 4.45, 0.32], [-1.91, 4.80, 2.77], [-2.41, 2.93, 4.30], [-2.98, 0.71, 3.41], [1.30, -4.65, 0.14], [1.35, -3.54, 0.16]],
  "homo_ev": -16.21,
  "total_charge": 3,
  "e_lumo_ev": -9.5,
  "orbital_gap_ev": 6.7
}

---

Q) {
  "formula": "C33H32N4O2STl",
  "method": "wB97M-V/def2-TZVPD",
  "elements": ["Tl", "C", "N", "C", "C", "C", "C", "C", "C", "N", "C", "C", "C", "C", "C", "C", "N", "C", "C", "C", "C", "C", "N", "H", "H", "H", "H", "H", "H", "H", "H", "H", "H", "H", "H", "H", "H", "H", "H", "H", "H", "O", "S", "C", "C", "C", "C", "C", "C", "C", "C", "C", "C", "C", "C", "C", "C", "H", "H", "H", "H", "H", "H", "H", "H", "H", "H", "H", "H", "H", "H", "O", "C"],
  "xyz": [[-0.79, -0.46, -0.50], [1.45, -1.70, 1.26], [1.50, -0.77, 0.11], [2.04, -1.36, -1.13], [1.28, -2.62, -1.47], [1.89, -3.81, -1.79], [1.11, -4.92, -2.09], [-0.27, -4.80, -2.05], [-0.82, -3.58, -1.70], [-0.06, -2.52, -1.42], [2.12, 0.51, 0.45], [1.44, 1.71, -0.18], [2.14, 2.87, -0.46], [1.44, 4.00, -0.84], [0.05, 3.95, -0.95], [-0.58, 2.75, -0.70], [0.11, 1.65, -0.32], [0.33, -1.36, 2.21], [0.49, -1.51, 3.57], [-0.58, -1.27, 4.43], [-1.80, -0.88, 3.89], [-1.90, -0.74, 2.52], [-0.86, -0.97, 1.70], [2.40, -1.72, 1.80], [1.27, -2.71, 0.89], [3.12, -1.57, -1.06], [1.90, -0.63, -1.93], [2.97, -3.88, -1.79], [1.57, -5.86, -2.34], [-0.92, -5.64, -2.28], [-1.90, -3.46, -1.64], [3.19, 0.51, 0.21], [2.04, 0.65, 1.53], [3.21, 2.89, -0.35], [1.97, 4.92, -1.05], [-0.53, 4.82, -1.21], [-1.65, 2.65, -0.79], [1.45, -1.83, 3.96], [-0.46, -1.39, 5.50], [-2.65, -0.68, 4.52], [-2.83, -0.43, 2.08], [-0.66, 0.17, -2.60], [-0.97, -0.65, -3.89], [-0.02, 0.25, -5.13], [1.42, 0.28, -4.71], [2.30, -0.72, -5.12], [3.65, -0.63, -4.80], [4.12, 0.45, -4.07], [3.25, 1.44, -3.64], [1.90, 1.35, -3.95], [-2.68, -0.26, -4.37], [-2.99, 1.18, -4.66], [-2.92, 2.15, -3.67], [-3.23, 3.47, -3.96], [-3.61, 3.83, -5.25], [-3.68, 2.86, -6.24], [-3.37, 1.54, -5.95], [-0.47, 1.24, -5.21], [-0.18, -0.32, -6.05], [1.94, -1.55, -5.71], [4.34, -1.39, -5.14], [5.18, 0.53, -3.84], [3.63, 2.29, -3.09], [1.21, 2.13, -3.63], [-3.28, -0.66, -3.54], [-2.86, -0.91, -5.23], [-2.64, 1.87, -2.66], [-3.18, 4.22, -3.18], [-3.86, 4.85, -5.47], [-4.00, 3.13, -7.24], [-3.43, 0.79, -6.73], [-4.67, 0.13, 0.08], [-3.59, 0.09, -0.22]],
  "homo_ev": -16.23,
  "total_charge": 3,
  "e_lumo_ev": -10.1,
  "orbital_gap_ev": 6.1
}

---

Order from most stable to least stable according to the calculation: P), Q)